a.
A 12-piece molecular cluster, H24O12 overall. Source: OMol25; level of theory: wB97M-V/def2-TZVPD.

Each line ends with the natural charge from an NBO analysis.
Element x y z (Å)
O 2.9317 1.9550 -1.1366  -0.9654
H 2.2485 2.2334 -1.6269  0.4602
H 2.2700 1.5723 -0.4480  0.4613
O 0.4480 0.5108 -0.2493  -1.0192
H 0.9502 -0.2331 -0.7111  0.5231
H -0.1699 0.0909 0.4326  0.4967
O -1.5366 -1.6206 0.1523  -0.9315
H -2.4230 -1.7544 0.5927  0.4857
H -1.1434 -2.4833 0.3084  0.5116
O -2.4413 -0.7388 -1.9578  -0.9486
H -2.7097 0.0183 -1.9066  0.4368
H -2.1055 -1.1034 -1.0969  0.4857
O -2.3302 0.2803 2.3121  -0.9488
H -3.1838 0.2469 2.4964  0.4682
H -2.3158 1.1001 1.7885  0.5133
O -0.9989 2.5112 0.6488  -0.9569
H -0.2463 2.0807 0.3630  0.4902
H -0.4462 3.1519 1.2920  0.4634
O 1.2165 -2.0745 -1.5029  -0.9656
H 0.9004 -2.9245 -1.8748  0.4845
H 2.1586 -2.1994 -1.3817  0.4903
O 1.1163 2.2561 -2.6273  -0.9507
H 0.5849 1.5325 -2.7974  0.5002
H 0.8435 2.7589 -3.3699  0.4689
O 3.0550 0.4402 1.4588  -0.9151
H 2.1783 0.4545 1.8651  0.4631
H 3.2636 1.1706 2.0584  0.4533
O -0.4300 0.0711 -3.3394  -1.0071
H -1.2644 -0.0538 -2.8820  0.4903
H 0.1201 -0.7986 -3.3522  0.4881
O 0.2501 -0.3469 3.1053  -1.0283
H -0.8078 -0.0685 3.0204  0.5153
H 0.6138 0.3460 3.7758  0.4808
O 0.0662 -3.0738 2.0537  -0.9408
H 0.1865 -2.1468 2.0756  0.4901
H -0.8493 -3.1614 2.4609  0.4569

The net charge is 0. The SMILES is O.O.O.O.O.O.O.O.O.O.O.O. The value obtained for the gap between HOMO and LUMO is 8.93 eV. The HOMO energy comes out at -9.28 eV.


b.
A 12-piece molecular cluster, H24O12 overall. Source: OMol25; level of theory: wB97M-V/def2-TZVPD.

Each line ends with the natural charge from an NBO analysis.
Element x y z (Å)
O 2.9473 -0.0434 -0.6508  -0.9583
H 3.4976 0.7455 -0.7185  0.4787
H 3.5078 -0.6838 -0.2020  0.4870
O -1.7755 1.6445 2.0360  -0.9663
H -1.1125 1.6579 1.3383  0.4758
H -1.6235 0.8217 2.5135  0.4848
O -2.1752 -1.8962 -0.6264  -0.9878
H -2.2809 -1.2052 -1.2984  0.4950
H -1.4611 -1.5415 -0.0776  0.4908
O 0.1272 -3.6343 -0.6514  -0.9840
H 0.2753 -4.0273 -1.5148  0.4636
H -0.6994 -3.1257 -0.7519  0.4989
O -0.7996 2.4724 -3.6321  -0.9371
H -0.9316 3.3419 -3.2480  0.4557
H -0.6151 1.8956 -2.8844  0.4801
O 0.9080 0.3782 3.7641  -0.9617
H 1.3760 -0.2297 3.1739  0.4876
H 0.8252 1.2051 3.2788  0.4798
O 2.0864 1.2300 -3.1857  -0.9535
H 1.4164 0.6903 -3.6147  0.4746
H 2.3326 0.7401 -2.3928  0.4736
O -1.4390 -1.3091 3.0813  -0.9608
H -1.0664 -2.1372 2.7663  0.4699
H -0.6727 -0.7587 3.3044  0.4796
O -0.2754 2.5161 -0.5811  -0.9657
H -0.8710 3.2306 -0.8294  0.4811
H 0.5548 2.9580 -0.3752  0.4885
O 0.0145 -0.2849 0.2386  -0.9652
H 0.8257 -0.5318 0.6927  0.4867
H 0.2888 0.3450 -0.4363  0.4838
O 1.5494 -1.9804 2.3517  -0.9764
H 2.0093 -2.6164 1.7935  0.4969
H 1.3504 -2.4655 3.1601  0.4898
O -2.5430 0.5109 -1.9745  -0.9534
H -3.2586 0.8867 -2.4952  0.4873
H -2.2922 1.2003 -1.3521  0.4807

The net charge is 0. The SMILES is O.O.O.O.O.O.O.O.O.O.O.O. The value obtained for the gap between HOMO and LUMO is 10.08 eV. The HOMO energy comes out at -10.51 eV.


c.
A 12-piece molecular cluster, H24O12 overall. Source: OMol25; level of theory: wB97M-V/def2-TZVPD.

Each line ends with the natural charge from an NBO analysis.
Element x y z (Å)
O -1.0675 -2.4830 1.6066  -0.9631
H -0.4395 -3.1340 1.2366  0.4960
H -1.8545 -2.9520 1.9166  0.5076
O 0.1875 -2.1590 -1.3984  -0.9260
H 0.4155 -2.8400 -0.7154  0.4513
H 0.0825 -1.3330 -0.9484  0.4899
O 1.8135 1.7580 -2.6064  -0.9575
H 1.5795 1.6390 -3.5654  0.4691
H 1.1355 2.2770 -2.1814  0.4920
O 0.2205 0.4630 -0.1314  -1.0087
H 1.0805 0.3640 0.2976  0.5152
H -0.4705 0.1980 0.5196  0.4829
O 0.9795 3.5580 -0.3354  -0.9400
H 1.0145 3.7620 0.5796  0.4607
H 0.2585 2.9780 -0.3634  0.4789
O -1.4545 0.6570 -2.4554  -0.9583
H -0.7775 0.3580 -1.8494  0.4824
H -1.1225 0.2990 -3.3054  0.4682
O 1.2035 -1.4480 2.7186  -0.9273
H 0.3585 -1.6050 2.3076  0.4960
H 1.1265 -0.6590 3.2066  0.4695
O 2.5165 -1.2670 -2.1884  -0.9813
H 2.2535 -0.4060 -2.4994  0.4748
H 1.7705 -1.6030 -1.6694  0.4690
O -1.3155 0.9530 2.2746  -0.9631
H -2.2225 0.9420 2.5926  0.4930
H -0.7165 0.7200 2.9706  0.4805
O -2.7765 -1.6850 -0.2584  -0.9513
H -3.3045 -1.0290 0.2106  0.4608
H -2.1525 -2.0910 0.3146  0.4678
O -2.0945 2.7100 -0.0834  -0.9482
H -2.6175 2.0850 -0.5774  0.4780
H -1.7655 2.1710 0.6526  0.4688
O 2.6085 -0.3160 0.8856  -0.9871
H 3.4445 -0.0630 1.2726  0.4827
H 2.1025 -0.8180 1.5686  0.4771

The net charge is 0. The SMILES is O.O.O.O.O.O.O.O.O.O.O.O. The value obtained for the gap between HOMO and LUMO is 8.77 eV. The HOMO energy comes out at -9.61 eV.


Most stable to least stable: b, c, a


a.
A 12-piece molecular cluster, H24O12 overall. Source: OMol25; level of theory: wB97M-V/def2-TZVPD.

Each line ends with the natural charge from an NBO analysis.
Element x y z (Å)
O -0.0932 0.5406 -0.2606  -0.9632
H -0.4923 -0.3367 -0.2735  0.4915
H 0.8519 0.3671 -0.1853  0.4881
O -2.3483 -2.3620 -1.1946  -0.9551
H -2.5502 -1.4348 -1.0255  0.4853
H -1.6795 -2.5803 -0.5358  0.4622
O 1.2155 4.6954 0.9610  -0.9218
H 1.5247 5.5435 0.6232  0.4673
H 0.3460 4.5861 0.5599  0.4525
O -0.8147 1.6036 2.7788  -0.9349
H 0.0145 1.1256 2.6654  0.4808
H -0.7301 2.3626 2.1908  0.4552
O -3.8992 1.8145 -2.5820  -0.9466
H -3.9123 2.6775 -2.1529  0.4589
H -3.8180 1.1907 -1.8518  0.4840
O -1.9423 0.2896 -1.8588  -0.9913
H -1.3076 0.8735 -1.4283  0.4957
H -1.6709 0.2893 -2.7836  0.4866
O 2.4211 -2.5747 0.4167  -0.9674
H 2.4094 -2.1326 1.2731  0.4773
H 3.2459 -3.0734 0.4215  0.4890
O -4.5723 -2.1195 1.7218  -0.9378
H -5.1827 -2.3039 0.9992  0.4717
H -3.7061 -2.1051 1.2993  0.4655
O 3.8874 1.0186 -1.1031  -0.9387
H 4.5607 1.4467 -1.6438  0.4762
H 3.7336 1.6411 -0.3836  0.4636
O -0.2916 -3.0304 1.7051  -0.9463
H -1.1980 -3.1350 2.0159  0.4709
H -0.1043 -3.8570 1.2460  0.4777
O 4.6434 -2.8029 -0.9437  -0.9617
H 4.8303 -3.1072 -1.8389  0.4736
H 3.8266 -2.2991 -1.0329  0.4889
O 0.9656 2.3122 1.1187  -0.9150
H 1.6291 2.1930 0.4298  0.4619
H 0.2078 2.6830 0.6526  0.4555

The net charge is 0. The SMILES is O.O.O.O.O.O.O.O.O.O.O.O. The value obtained for the gap between HOMO and LUMO is 10.32 eV. The HOMO energy comes out at -10.52 eV.


b.
A 12-piece molecular cluster, H24O12 overall. Source: OMol25; level of theory: wB97M-V/def2-TZVPD.

Each line ends with the natural charge from an NBO analysis.
Element x y z (Å)
O 0.6741 2.7950 1.9573  -0.9798
H 1.1141 1.9780 2.1443  0.4883
H 0.1911 3.1130 2.6973  0.4786
O -2.0359 0.8680 2.0353  -0.9755
H -2.4109 1.6360 1.5833  0.4599
H -1.3759 0.4460 1.4783  0.4840
O 1.1991 -0.7110 -2.7197  -0.9855
H 1.4641 -1.1810 -1.9687  0.5039
H 1.6051 -1.1460 -3.4807  0.4890
O -0.9939 0.6450 -2.0677  -0.9940
H -0.7409 1.5500 -1.9267  0.4858
H -0.1999 0.2110 -2.4367  0.5061
O 1.7311 2.0930 -2.6147  -0.9757
H 1.8531 1.8410 -1.7027  0.4730
H 1.5731 1.2400 -3.0517  0.4769
O -1.6939 -2.1460 -1.2807  -0.9526
H -1.9889 -1.2650 -1.2287  0.4773
H -2.2749 -2.6150 -1.8257  0.4758
O -3.9249 -0.8570 0.3123  -0.9560
H -3.2229 -0.7890 0.9473  0.4936
H -3.7839 -0.0780 -0.2217  0.4497
O -0.2109 -0.1690 0.4653  -0.9940
H 0.5401 0.4350 0.3703  0.5045
H -0.7559 0.0980 -0.2897  0.5011
O 2.2621 0.6840 2.8573  -0.9493
H 2.4001 0.4050 3.7243  0.4883
H 2.5451 0.0400 2.2383  0.4752
O -2.0719 -2.0840 1.8463  -0.9377
H -1.7229 -1.9860 0.9843  0.4763
H -2.4689 -2.9490 1.7743  0.4693
O 1.5201 -2.0050 -0.4567  -0.9471
H 0.8681 -1.5650 0.0463  0.5030
H 2.3241 -1.8520 0.0703  0.4566
O 2.2681 1.0490 -0.1337  -0.9545
H 2.7121 1.7370 0.3203  0.4977
H 3.0341 0.5340 -0.4467  0.4878

The net charge is 0. The SMILES is O.O.O.O.O.O.O.O.O.O.O.O. The value obtained for the gap between HOMO and LUMO is 9.83 eV. The HOMO energy comes out at -10.32 eV.


c.
H24O12 as an isolated structure. Source: OMol25; level of theory: wB97M-V/def2-TZVPD.

Each line ends with the natural charge from an NBO analysis.
Element x y z (Å)
O 4.5870 13.2040 51.8390  -1.0287
H 4.3700 13.6990 52.6640  0.4367
H 5.3270 13.7100 51.4610  0.4581
O 1.7850 11.7580 53.0170  -0.9237
H 1.3930 11.0180 52.7710  0.5023
H 2.2290 12.1070 52.1930  0.5287
O 1.9660 9.9410 49.3800  -0.9405
H 1.7250 10.7210 49.7790  0.4788
H 1.5720 10.1290 48.4080  0.4575
O -0.4000 11.3610 51.2650  -1.0296
H -0.5590 10.4480 51.7850  0.5176
H -0.2330 12.0210 51.8410  0.4714
O 3.3180 10.6670 54.7280  -0.9966
H 2.7350 10.7870 53.8560  0.4813
H 2.7690 10.9830 55.4280  0.4640
O 3.9260 14.2360 53.5320  -0.8057
H 2.9740 14.4690 53.6460  0.4943
H 4.2340 15.0380 53.5910  0.4761
O 0.2240 13.7790 55.4610  -0.9176
H 1.0690 13.9040 55.9250  0.4419
H 0.4020 13.8460 54.6300  0.4364
O 0.0600 13.8260 49.9900  -0.9756
H -0.8490 13.8970 50.2380  0.4729
H 0.2940 12.9050 50.1550  0.4956
O 1.7730 8.7190 53.4100  -0.8941
H 2.6630 8.8700 53.6620  0.5219
H 1.4550 8.3910 54.2430  0.4909
O 2.4540 12.6400 50.3590  -1.0380
H 3.2500 12.6640 50.8230  0.5093
H 2.2890 13.2080 49.5420  0.5213
O 0.0530 9.0030 52.5160  -0.9790
H 0.7560 8.7010 53.0080  0.4309
H -0.0270 8.4310 51.7390  0.4704
O 0.0710 13.3820 53.1840  -0.9747
H 0.9680 12.9180 53.3000  0.4819
H 0.1960 14.4180 53.1760  0.4637

The net charge is 0. The value obtained for the gap between HOMO and LUMO is 9.97 eV. The HOMO energy comes out at -10.37 eV.


Most stable to least stable: b, a, c